Record 1
The following is a DFT calculation (ωB97M-V with the def2-TZVPD basis set) of an isolated ion of composition C3H8N2O2 and charge +1 in a non-equilibrium geometry.

Last column: natural (NBO) charge in e.
Element x y z (Å)
N: 1.078 -1.136 -0.090  -0.427
C: 0.069 -0.081 -0.360  -0.185
C: 0.557 1.133 0.499  -0.082
O: 1.836 1.714 0.439  -0.627
C: -1.449 -0.334 -0.291  0.650
N: -1.697 -1.680 -0.438  -0.783
O: -2.101 0.676 0.005  -0.538
H: 1.088 -1.494 0.847  0.412
H: 1.883 -0.456 -0.149  0.426
H: 0.297 0.320 -1.388  0.295
H: -0.217 1.900 0.442  0.279
H: 0.395 0.817 1.548  0.208
H: 1.586 2.661 0.282  0.519
H: -2.581 -1.928 -0.786  0.443
H: -0.744 -2.113 -0.559  0.409

Results
E_HOMO (spin up / spin down) ... -0.549 / -0.548 Ha
Spin multiplicity ... 2
Gap between HOMO and LUMO (spin up / spin down) ... 0.41968 / 0.19539 Eh
Energy ... -10305.0984 eV
<S²> ... 0.755
Net charge ... +1

---

Record 2
The following is a DFT calculation (ωB97M-V with the def2-TZVPD basis set) of one molecule with the formula C3H8N2O4S in a non-equilibrium geometry.

Last column: natural (NBO) charge in e.
Element x y z (Å)
C: 0.124 0.721 -0.332  0.623
C: 1.384 0.923 0.602  -0.263
C: -1.584 -0.909 -0.675  0.069
N: -0.165 -0.711 -0.569  -0.705
N: 2.154 -0.297 0.563  -0.871
O: -3.032 0.342 1.246  -0.914
O: 0.305 1.238 -1.650  -0.721
O: -0.920 1.391 0.280  -0.693
O: -2.090 -1.987 0.098  -0.688
S: -2.427 0.737 -0.023  1.426
H: 1.868 1.742 0.170  0.198
H: 0.991 1.242 1.588  0.222
H: -1.834 -1.190 -1.795  0.195
H: 0.393 -1.298 0.028  0.416
H: 1.109 0.820 -1.940  0.468
H: 2.939 -0.142 -0.057  0.372
H: 2.496 -0.706 1.494  0.390
H: -1.711 -1.917 0.973  0.475

Results
E_HOMO ... -0.333 Ha
Gap between HOMO and LUMO ... 0.34976 Eh
Energy ... -25244.4489 eV
Net charge ... 0